Entry 1:
Formula: C41H51Br2IN8O7SSe2Sr
Source: the Open Molecules 2025 dataset
Level of theory: ωB97M-V/def2-TZVPD

Geometry as XYZ:
```
114
Properties=species:S:1:pos:R:3:forces:R:3:mulliken_charge:R:1
Sr 12.51185 14.39944 13.17202 -0.3 -0.3 -0.3 1.226
C 12.34640 9.43170 14.58857 0.9 0.7 0.2 -0.720
C 11.02244 9.70330 13.97059 -0.4 0.1 -0.7 0.157
N 10.17722 8.70806 13.81478 0.5 0.0 0.1 -0.584
C 9.00552 8.90309 13.17530 -0.5 0.4 0.3 -1.063
C 8.60368 10.15392 12.74734 -0.1 -0.9 -0.9 1.242
C 7.30661 10.23628 11.96440 0.4 0.5 1.0 -1.315
O 6.28433 10.85524 12.76020 0.0 -0.1 0.0 -0.524
C 9.50630 11.23652 12.84157 -0.3 0.4 0.6 -0.169
C 9.02996 12.55205 12.50846 -0.3 -0.9 -0.2 -1.672
N 9.59499 13.70680 12.56174 0.2 -0.3 0.1 0.486
C 8.68677 14.68205 12.15958 -0.7 1.0 -0.6 -0.481
C 7.89834 14.49641 11.00973 1.2 -1.3 0.1 0.593
C 6.89337 15.32501 10.64574 -0.6 0.5 -1.1 -1.086
C 6.67892 16.45047 11.40099 -0.6 1.1 0.3 -0.499
C 7.45140 16.72572 12.50765 0.1 -0.1 0.4 -0.477
C 8.45071 15.84722 12.88325 0.3 -0.5 0.2 0.088
I 9.49445 16.05924 14.67249 0.2 0.2 0.1 0.036
C 10.76143 11.05232 13.45121 0.6 -0.3 -0.1 0.134
O 11.62792 11.97234 13.50105 0.5 0.1 0.3 0.320
H 12.41286 8.41188 14.94118 -0.1 -0.2 0.1 0.407
H 12.52019 10.13204 15.43728 0.0 -0.4 -0.5 0.219
H 13.17009 9.59563 13.84824 -0.6 0.1 0.5 0.066
H 8.34867 8.01834 13.10632 0.3 0.6 -0.1 0.294
H 7.02035 9.23523 11.71936 -0.3 -0.8 -0.3 0.570
H 7.42813 10.80516 11.05087 0.2 0.1 -0.4 0.415
H 5.45169 10.71445 12.30301 -0.1 0.1 0.0 0.298
H 7.98116 12.50980 12.19274 0.1 0.2 0.2 1.088
H 8.12590 13.62544 10.40319 -0.1 0.1 0.0 0.275
H 6.33390 15.13749 9.71889 0.2 0.1 0.5 0.390
H 5.90044 17.16930 11.18604 -0.1 -0.1 -0.3 0.370
H 7.22510 17.59087 13.11682 0.1 0.0 0.0 0.402
Br 7.77157 12.38628 5.70620 -0.1 0.0 -0.3 -0.220
C 8.93925 12.75460 7.14056 -0.3 0.9 -0.1 -0.390
C 9.27297 14.06035 7.46392 0.4 -0.1 0.4 -0.514
C 10.09631 14.21958 8.59410 0.0 -0.2 -0.1 -0.694
N 10.56257 13.19513 9.30557 0.0 -0.4 -0.2 0.514
C 10.25208 11.93755 8.92902 0.2 1.0 0.7 0.075
C 9.40683 11.69284 7.86999 0.3 -0.2 0.0 -0.853
C 10.88202 10.81090 9.68179 0.8 0.6 0.3 0.786
C 10.29007 9.56653 9.77376 0.5 -0.1 -0.2 -0.510
C 11.05232 8.54928 10.33261 -0.7 -0.6 -0.1 -0.239
Br 10.27514 6.79431 10.25964 0.3 0.3 0.2 -0.206
C 12.30676 8.76405 10.85806 -0.2 0.1 -0.3 -0.327
C 12.77779 10.06633 10.74056 0.7 0.6 0.6 -0.455
N 12.10056 11.06819 10.19119 -0.2 -0.3 -0.4 -0.016
H 8.96582 14.93146 6.89343 -0.1 -0.2 0.1 0.619
H 10.39641 15.21706 8.93638 -0.1 -0.3 -0.1 0.391
H 9.21070 10.69331 7.56358 -0.3 -0.6 -0.2 0.625
H 9.32313 9.38128 9.33936 -0.2 -0.1 0.1 0.367
H 12.92350 7.99567 11.30657 -0.2 0.0 -0.1 0.424
H 13.77786 10.31803 11.14523 -0.6 -0.1 -0.3 0.450
O 17.75215 14.73220 14.06647 -0.1 0.4 0.9 -0.493
C 16.83224 14.35575 15.10102 0.5 0.2 -0.3 -1.020
C 15.96863 13.12335 14.83090 0.1 0.3 0.3 2.506
C 16.74282 11.86124 15.19309 0.6 -0.5 0.0 -1.109
O 16.03775 10.67034 14.81710 1.5 -0.1 -0.2 -0.528
C 14.79248 13.14050 15.83305 -0.4 0.0 0.3 -1.499
Se 13.71250 14.78190 16.09515 -0.5 -0.2 -0.5 -0.565
C 15.43989 13.05607 13.39155 0.4 0.8 -0.4 1.495
Se 16.73983 12.61916 11.91351 -0.6 0.1 0.2 -0.557
H 17.64128 14.14105 13.31352 -0.1 -0.5 -0.6 0.365
H 16.16646 15.18833 15.32201 0.0 0.2 -0.2 0.013
H 17.43269 14.20112 16.00403 0.0 -0.2 0.2 0.419
H 16.93432 11.87569 16.30551 0.0 -0.1 -0.9 0.319
H 17.70417 11.79908 14.65185 -0.4 0.1 0.2 0.425
H 15.18306 10.71515 15.19891 -1.3 0.1 0.6 0.326
H 15.18056 12.97453 16.85023 -0.1 -0.3 -0.4 0.344
H 14.10036 12.32637 15.53799 0.2 0.3 0.4 0.113
H 15.04850 14.05444 13.10612 0.2 -0.6 0.5 -2.254
H 14.64444 12.32930 13.39928 -0.4 -0.4 -0.3 0.034
N 13.35863 14.15182 10.38562 -0.3 -0.1 0.3 -0.213
H 12.96866 13.34290 9.91984 -0.7 0.0 0.0 0.085
H 14.32707 13.88574 10.41755 1.0 0.3 0.2 0.134
H 13.23770 14.98903 9.80818 0.1 -0.3 0.3 0.142
C 13.64830 18.04631 14.38522 0.3 0.2 0.3 -0.541
N 14.70328 18.39302 13.44550 0.2 -1.0 -0.5 0.236
C 14.77654 19.75086 12.98846 -0.4 0.8 0.8 -1.091
C 15.02326 17.37951 12.55792 -1.1 -0.7 0.3 -0.335
N 14.39184 16.23842 12.62431 1.1 0.4 -0.6 1.069
N 16.03760 17.67271 11.63426 -0.1 0.0 1.0 0.239
C 17.30232 17.90109 12.32506 0.5 0.4 -0.3 -1.188
C 16.17140 16.79536 10.50938 0.2 -1.3 -0.7 -0.582
H 13.51529 18.83010 15.14108 0.2 0.0 -0.3 0.230
H 13.91783 17.12399 14.89502 0.0 0.0 0.0 -0.144
H 12.71603 17.89474 13.86073 -0.6 0.0 -0.2 0.184
H 13.85428 20.07521 12.52476 -0.4 -0.1 -0.5 0.274
H 15.58971 19.88106 12.29920 0.3 0.1 -0.2 0.418
H 14.88776 20.41471 13.85884 0.3 -0.1 -0.1 0.327
H 14.95679 15.56321 12.08204 -0.4 0.5 0.0 -0.770
H 17.09623 18.47350 13.23326 0.3 0.0 -0.2 0.394
H 17.99074 18.43040 11.63581 -0.3 0.0 0.5 0.326
H 17.78458 16.96598 12.61892 -0.1 -0.2 0.1 0.342
H 16.43462 15.71981 10.75533 -0.3 0.9 0.0 0.257
H 17.03183 17.13590 9.92496 -0.2 0.2 -0.1 0.323
H 15.26228 16.81717 9.87942 0.4 0.0 0.4 0.041
C 6.99294 20.12453 6.43235 0.1 -0.8 -0.3 -1.383
C 7.88730 19.32007 7.37321 0.2 0.3 -0.1 1.015
C 8.83384 18.41393 6.90095 0.1 -0.1 -0.5 -0.771
C 9.87691 17.96814 7.71800 0.4 0.3 0.1 0.009
C 10.04755 18.39902 9.03821 -0.5 0.3 -0.4 -0.798
C 8.99107 19.15318 9.55276 -0.3 0.1 0.2 -0.395
C 7.94329 19.60940 8.73476 0.1 0.3 0.6 -0.819
S 11.55922 18.16935 10.07189 -0.4 -0.2 1.1 1.485
O 11.76394 19.48351 10.67260 -0.5 -0.4 -0.1 -0.771
O 12.66448 17.76149 9.23854 0.0 -0.3 -1.0 -0.776
O 11.15728 17.11436 11.01368 -0.2 0.3 -0.2 -0.112
H 7.57212 20.67376 5.68377 0.2 -0.1 0.2 0.310
H 6.43294 20.85734 6.98239 -0.3 0.3 0.4 0.376
H 6.27603 19.51969 5.85227 0.2 0.0 0.3 0.299
H 8.80793 18.12729 5.82969 0.1 0.1 0.8 0.295
H 10.65719 17.37773 7.28244 0.4 -0.4 -0.2 0.621
H 9.00011 19.42766 10.61070 0.1 0.0 -0.4 0.413
H 7.19575 20.28574 9.18255 0.4 -0.4 -0.3 0.203
```
Positions in Å, forces in eV/Å.

Summary:
net charge	-2
HOMO level	-1.8	eV
E	-360152.485	eV
LUMO energy	0.1136	Eh
frontier orbital gap	4.9	eV

Entry 2:
Formula: C41H51CoGeNO4P2Se
Source: the Open Molecules 2025 dataset
Level of theory: ωB97M-V/def2-TZVPD

Geometry as XYZ:
```
102
Properties=species:S:1:pos:R:3:forces:R:3:mulliken_charge:R:1
Co 0.04708 0.22990 0.23593 0.5 0.2 -0.3 1.510
C -3.46407 -3.21559 0.86554 0.0 0.0 0.0 -1.651
C -2.82081 -1.97058 0.25785 -0.1 0.0 0.0 0.914
C -3.44092 -1.59416 -1.08663 0.0 0.0 0.0 -1.108
P -0.97999 -1.92981 0.14676 -0.1 0.1 0.1 1.417
C -0.37478 -3.18000 -1.05199 -0.1 -0.1 -0.1 2.596
C -1.14037 -4.49650 -1.17716 0.0 0.0 0.0 -1.668
C 1.12676 -3.42753 -0.89577 0.0 0.0 0.0 -1.469
C -0.44951 -2.35492 1.83215 0.0 -0.2 -0.1 0.302
C -0.10053 -3.62549 2.25989 0.0 0.0 0.0 -0.537
C 0.44490 -3.82616 3.52064 0.0 0.0 0.0 -0.856
C 0.66721 -2.74265 4.35842 0.0 0.1 0.0 -0.985
C 0.29772 -1.47033 3.96852 0.1 -0.1 0.1 -0.559
C -0.29896 -1.26438 2.71705 0.0 0.1 0.0 -0.621
N -0.65557 -0.02731 2.21800 0.1 0.0 0.1 0.235
C -1.06129 1.02367 2.99095 0.0 -0.1 0.0 -0.022
C -1.46257 0.89938 4.33875 -0.1 0.1 0.1 -0.643
C -1.82103 2.01298 5.06850 0.0 -0.1 0.0 -0.946
C -1.80818 3.27218 4.47862 0.0 0.0 0.0 -0.845
C -1.50141 3.39561 3.13062 0.0 0.0 0.0 -0.366
C -1.15861 2.29264 2.36605 0.0 0.2 0.0 -0.550
P -1.04283 2.39113 0.53850 -0.2 -0.2 0.2 0.476
C -2.82127 2.80027 0.19420 0.0 0.1 -0.1 0.510
C -3.12044 2.87059 -1.30284 0.0 0.0 0.0 -1.425
C -3.74278 1.77710 0.85042 0.0 0.0 0.0 -1.676
C -0.08761 3.93032 0.20723 -0.1 0.1 0.0 0.838
C 1.20193 3.95885 1.02936 0.0 0.0 0.0 -1.524
C 0.24573 4.07007 -1.28233 0.0 0.0 0.0 -1.646
H -4.50215 -2.99580 1.12369 0.0 0.0 0.0 0.487
H -2.95693 -3.53005 1.77802 0.0 0.0 0.0 0.304
H -3.47135 -4.05463 0.17358 0.0 0.0 0.0 0.292
H -3.00203 -1.14600 0.95803 0.0 0.0 0.0 -0.004
H -3.32244 -2.39674 -1.81719 0.0 0.0 0.0 0.271
H -2.98658 -0.69509 -1.50608 0.0 0.0 0.0 0.165
H -4.51048 -1.40764 -0.97272 0.0 0.0 0.0 0.455
H -0.50515 -2.63438 -1.99440 0.0 0.0 0.0 -1.184
H -1.15703 -5.06391 -0.24574 0.0 0.0 0.0 0.223
H -0.63758 -5.11091 -1.92757 0.0 0.0 0.0 0.520
H -2.16898 -4.35650 -1.50578 0.0 0.0 0.0 0.365
H 1.33452 -4.05395 -0.02747 0.0 0.0 0.0 0.418
H 1.70642 -2.51062 -0.80041 0.0 0.0 0.0 0.433
H 1.47811 -3.94900 -1.78816 0.0 0.0 0.0 0.351
H -0.22726 -4.47074 1.59843 0.0 0.0 0.0 0.225
H 0.72841 -4.82196 3.83255 0.0 0.0 0.0 0.477
H 1.15292 -2.88728 5.31369 0.0 0.0 0.0 0.405
H 0.54192 -0.62393 4.59286 0.0 0.0 0.0 0.764
H -1.52289 -0.07883 4.79030 0.0 0.0 0.0 0.742
H -2.12242 1.90106 6.10112 0.0 0.0 0.0 0.420
H -2.07492 4.14652 5.05615 0.0 0.0 0.0 0.449
H -1.55541 4.37219 2.66488 0.0 0.0 0.0 0.361
H -2.99784 3.78299 0.64739 0.0 0.0 0.0 0.648
H -2.84614 1.93922 -1.80064 0.0 0.0 0.0 0.167
H -2.60080 3.68256 -1.80435 0.0 0.0 0.0 0.320
H -4.19101 3.02140 -1.45290 0.0 0.0 0.0 0.495
H -3.49908 0.77091 0.50674 0.0 0.0 0.0 0.283
H -4.77563 1.97915 0.56265 0.0 0.0 0.0 0.608
H -3.68464 1.79049 1.93830 0.0 0.0 0.0 0.203
H -0.74039 4.75953 0.51086 0.1 0.0 0.0 0.756
H 1.86131 3.13548 0.75266 0.0 0.0 0.0 0.218
H 1.02034 3.91059 2.10297 0.0 0.0 0.0 0.287
H 1.72833 4.89122 0.81885 0.0 0.0 0.0 0.526
H 0.80483 3.20306 -1.63298 0.0 0.0 0.0 0.270
H 0.87904 4.94853 -1.41674 0.0 0.0 0.0 0.489
H -0.63181 4.20313 -1.91055 0.0 0.0 0.0 0.223
C -0.82265 0.23825 -3.52124 0.0 0.0 0.1 -0.388
Ge 1.07523 -0.26962 -3.24693 0.1 0.1 -0.2 -0.059
C 1.39226 -2.00672 -4.09051 0.0 -0.2 0.1 0.488
C 2.69412 -2.50826 -4.15830 0.0 0.1 0.0 -0.760
C 2.94270 -3.78493 -4.63514 0.0 -0.1 0.0 -0.664
C 1.89263 -4.59877 -5.04077 0.0 0.0 0.0 -0.545
C 0.59150 -4.11991 -4.98102 0.1 0.0 0.0 -0.743
C 0.35015 -2.83707 -4.50847 -0.1 0.1 0.0 0.452
C 2.12418 1.10072 -4.20790 0.0 0.1 -0.2 0.110
C 3.00511 1.92464 -3.56148 0.0 0.0 0.0 0.185
C 3.65330 2.99935 -4.21242 0.0 0.0 0.0 -1.091
C 3.40052 3.25992 -5.52290 0.0 0.0 0.0 -0.853
C 2.52376 2.42225 -6.25660 0.1 0.1 0.0 0.852
C 2.28813 2.65573 -7.63456 0.0 0.0 0.0 -0.791
C 1.49076 1.82526 -8.36410 0.0 0.0 0.0 -0.527
C 0.90202 0.70450 -7.74020 0.0 0.0 0.0 -1.161
C 1.10263 0.46813 -6.41101 -0.1 -0.1 0.1 -0.037
C 1.90088 1.32820 -5.60965 0.0 -0.2 0.0 0.313
H -0.99143 0.58436 -4.54190 0.0 0.0 0.0 0.820
H -1.06508 1.05591 -2.84260 0.0 0.1 0.0 -0.418
H -1.49814 -0.59220 -3.31374 0.0 0.0 0.0 0.169
H 3.51921 -1.89407 -3.81729 0.0 0.0 0.0 0.324
H 3.95941 -4.15312 -4.68187 0.0 0.0 0.0 0.408
H 2.08871 -5.59789 -5.40852 0.0 0.0 0.0 0.375
H -0.23190 -4.74211 -5.30952 0.0 0.0 0.0 0.419
H -0.67372 -2.47583 -4.48399 0.0 0.0 0.0 0.290
H 3.22830 1.77509 -2.51955 0.0 -0.1 0.2 0.366
H 4.34052 3.61796 -3.65071 0.0 0.0 0.0 0.449
H 3.87251 4.09368 -6.02889 0.0 0.0 0.0 0.359
H 2.76884 3.50738 -8.10099 0.0 0.0 0.0 0.367
H 1.32259 2.01027 -9.41680 0.0 0.0 0.0 0.379
H 0.29854 0.02001 -8.32179 0.0 0.0 0.0 0.429
H 0.67041 -0.41877 -5.96362 0.0 0.1 0.0 0.214
O 3.36792 -0.66567 -1.33532 -0.1 0.2 0.2 -0.604
Se 2.77552 0.30189 -0.17824 0.0 -0.2 0.0 1.270
O 3.82944 1.28367 0.53764 -0.2 -0.1 -0.1 -0.789
O 1.46681 1.19100 -0.81623 0.0 0.0 0.1 -1.176
O 1.81664 -0.57410 0.90603 0.1 0.2 -0.1 -0.559
```
Positions in Å, forces in eV/Å.

Summary:
net charge	0
<S²>	8.813
spin multiplicity	6
HOMO level (spin up / spin down)	-6.2 / -7.6	eV
E	-231089.424	eV
LUMO energy (spin up / spin down)	0.0069 / -0.0968	Eh
frontier orbital gap (spin up / spin down)	6.4 / 5.0	eV